(1)
79
Properties=species:S:1:pos:R:3:forces:R:3 method="wB97M-V/def2-TZVPD" orbital_gap_ev="6.711 / 7.054" multiplicity=2 charge=+1 lumo_ev="-4.532 / -4.385" total_energy_ha=-8794.8036 s2=0.76 relative_energy_ev=0.2417
Ru -0.053597 -0.116937 0.315952 0.22 0.87 0.20
C 1.729387 2.839717 1.462272 -0.09 -0.22 0.09
Si 0.137938 1.885471 1.549699 -0.34 -0.03 -0.20
C -0.017067 0.491694 2.817079 0.18 0.16 -0.24
C -1.390103 2.956574 1.498187 0.15 -0.28 -0.04
C -1.567388 4.087904 2.294448 -0.01 0.06 -0.06
C -2.765238 4.783853 2.247759 -0.04 -0.02 -0.04
C -3.782842 4.359196 1.399458 0.05 0.01 0.03
C -3.608462 3.238528 0.599892 -0.02 0.02 0.03
C -2.416028 2.520840 0.642413 0.28 -0.29 0.09
Si -2.031090 1.037856 -0.469624 -0.22 0.15 -0.13
C -3.552205 -0.064236 -0.610784 0.14 0.07 0.03
C -1.601165 1.755627 -2.159091 -0.04 -0.09 0.20
H 1.785348 3.560250 2.281311 -0.05 0.01 0.03
H 1.751037 3.399889 0.526705 0.01 0.00 -0.02
H 2.602342 2.191483 1.501038 0.02 -0.02 -0.02
H -0.506457 1.005962 3.650037 -0.15 -0.10 -0.03
H 0.921801 0.065417 3.152504 0.04 -0.03 0.08
H -0.723052 -0.314944 2.562477 -0.04 -0.03 0.03
H -0.778385 4.431228 2.953983 0.01 0.02 0.01
H -2.908009 5.657561 2.869412 -0.01 0.01 0.00
H -4.715005 4.907300 1.362305 -0.01 0.01 0.00
H -4.411259 2.925653 -0.057456 -0.03 0.01 -0.01
H -4.381826 0.523497 -1.012782 0.03 0.09 0.00
H -3.871607 -0.448123 0.358284 0.02 -0.08 0.02
H -3.387793 -0.889497 -1.302433 0.00 0.02 0.01
H -2.424766 2.402527 -2.471604 -0.03 0.02 0.02
H -1.451487 0.991725 -2.920012 0.03 -0.04 0.02
H -0.703642 2.375273 -2.106042 0.02 -0.01 -0.02
C 3.117439 -1.498274 2.931944 -0.08 -0.06 -0.10
Ge 2.460044 -2.730101 1.558341 -0.11 -0.33 0.10
C 3.555029 -2.525181 -0.050452 -0.04 0.05 0.06
C 2.528292 -4.590492 2.232093 -0.03 0.19 -0.06
Ge 0.005725 -2.534465 1.096836 -0.05 0.20 0.26
C -0.525149 -3.383480 -0.567585 0.04 0.01 0.19
C -1.786428 -3.237239 -1.140553 -0.03 -0.02 0.01
C -2.093504 -3.880127 -2.329308 -0.07 0.05 0.01
C -1.149273 -4.682362 -2.954505 0.06 -0.01 0.03
C 0.108582 -4.844340 -2.388048 -0.10 0.02 -0.04
C 0.418140 -4.191925 -1.205129 0.07 0.05 -0.01
C -1.220793 -2.683075 2.599731 0.17 -0.31 -0.08
C -2.603772 -2.661692 2.428405 -0.02 0.02 -0.03
C -3.446749 -2.736197 3.526859 -0.06 0.00 -0.01
C -2.920010 -2.848061 4.806047 0.07 0.00 -0.01
C -1.543298 -2.884745 4.989372 -0.11 -0.01 -0.01
C -0.703086 -2.800891 3.891060 0.13 0.07 -0.03
H 4.157255 -1.769272 3.120190 0.01 0.02 0.02
H 2.570025 -1.579537 3.869720 -0.02 -0.02 0.00
H 3.093048 -0.464916 2.589359 0.01 0.02 -0.04
H 4.575118 -2.796600 0.227733 0.00 -0.03 -0.01
H 3.561401 -1.491387 -0.390406 0.00 -0.01 0.06
H 3.242469 -3.161646 -0.875988 -0.01 -0.01 0.03
H 3.545296 -4.848179 2.528902 0.04 0.07 -0.02
H 2.211140 -5.297764 1.466118 -0.02 0.02 -0.03
H 1.880303 -4.717190 3.099461 -0.01 0.03 -0.01
H -2.533099 -2.616347 -0.664185 0.02 -0.06 -0.02
H -3.075234 -3.755026 -2.766957 -0.01 -0.01 -0.02
H -1.395885 -5.183306 -3.880734 0.01 -0.01 -0.01
H 0.846022 -5.474434 -2.866628 0.00 -0.01 -0.01
H 1.406117 -4.324542 -0.780229 -0.03 0.00 0.01
H -3.032064 -2.587655 1.436955 -0.02 -0.01 0.01
H -4.518808 -2.713820 3.382169 -0.01 0.00 0.01
H -3.582282 -2.912100 5.658495 -0.01 0.00 0.02
H -1.129328 -2.981826 5.983683 0.01 0.00 0.02
H 0.370930 -2.820236 4.045148 0.00 -0.01 0.01
Br 2.101741 -1.985181 -6.454302 0.02 0.02 0.05
C 2.761711 -1.059124 -4.943986 0.00 -0.01 -0.02
C 4.065073 -0.582234 -4.945948 0.00 -0.01 -0.03
C 4.554838 0.092624 -3.836202 -0.01 0.00 0.01
C 3.749517 0.286063 -2.727214 -0.03 0.00 -0.02
C 2.443835 -0.195508 -2.740921 0.08 0.04 -0.03
C 1.939035 -0.868761 -3.850501 -0.03 -0.02 0.03
C 1.593153 -0.019094 -1.555907 -0.34 -0.20 -0.26
O 2.008218 0.452013 -0.471421 0.11 0.02 0.21
O 0.354369 -0.392222 -1.607781 0.25 -0.05 -0.31
H 4.692244 -0.738768 -5.812350 0.01 0.00 -0.01
H 5.569903 0.464292 -3.844143 0.01 0.01 0.00
H 4.114870 0.807423 -1.853092 0.01 0.00 0.00
H 0.924162 -1.241027 -3.842812 0.00 0.00 -0.01

---

(2)
79
Properties=species:S:1:pos:R:3:forces:R:3 method="wB97M-V/def2-TZVPD" orbital_gap_ev="6.135 / 3.877" multiplicity=5 charge=+2 lumo_ev="-6.872 / -9.128" total_energy_ha=-2817.3021 s2=6.05 relative_energy_ev=0.6703
Ru -1.180503 -0.406862 0.936780 0.57 0.77 0.04
C 3.741372 -0.876299 -4.738068 0.06 -0.02 -0.02
C 2.445662 -0.911143 -3.927015 0.02 0.02 -0.01
C 1.685883 -2.205339 -4.264834 -0.06 -0.06 0.01
C 1.589236 0.299972 -4.333960 -0.04 0.04 0.01
C 2.701726 -0.882982 -2.417887 0.31 0.00 -0.32
C 3.996153 -0.924072 -1.859414 0.18 0.00 0.07
C 4.226069 -0.930952 -0.494509 0.18 0.01 -0.25
C 3.119727 -0.907612 0.341257 0.22 -0.09 0.13
S 3.044406 -1.014156 2.070975 0.37 0.02 0.16
C 1.358805 -1.006153 2.012391 -0.21 -0.17 -0.08
N 0.866204 -0.901375 0.789697 -0.42 0.01 0.25
C 1.841940 -0.867709 -0.197962 -0.48 0.10 0.16
C 1.625785 -0.849547 -1.565617 -0.49 0.06 0.14
C 0.404872 -1.166011 3.111751 -0.34 0.00 -0.19
C 0.755128 -1.419391 4.420693 0.08 -0.02 0.23
C -0.239094 -1.583997 5.379520 -0.17 0.00 0.06
C -1.597255 -1.486703 5.043963 0.30 -0.12 0.40
C -1.978151 -1.223597 3.750857 0.29 0.14 -0.43
C -0.981934 -1.100658 2.765492 0.16 0.01 -0.24
H 3.492319 -0.841157 -5.800461 0.04 -0.01 0.06
H 4.352884 -1.769062 -4.576309 -0.05 0.09 0.01
H 4.342959 0.009572 -4.512085 -0.05 -0.07 -0.02
H 1.554822 -2.285116 -5.347632 -0.01 0.02 0.11
H 0.689900 -2.222048 -3.804172 0.16 -0.01 -0.07
H 2.237592 -3.087803 -3.925411 -0.06 0.10 -0.04
H 1.324666 0.222196 -5.392489 0.03 0.00 0.11
H 2.138296 1.236954 -4.200169 -0.05 -0.07 0.03
H 0.656854 0.361339 -3.760490 0.12 0.00 -0.10
H 4.855161 -0.958899 -2.517419 -0.06 0.03 0.06
H 5.233800 -0.959412 -0.096890 -0.06 0.01 -0.08
H 0.611479 -0.825022 -1.950486 0.06 0.00 0.05
H 1.800497 -1.488475 4.700820 -0.06 -0.01 0.03
H 0.041100 -1.783322 6.407466 -0.02 0.02 -0.08
H -2.355052 -1.618271 5.806909 0.08 0.01 0.00
H -3.029627 -1.122895 3.517769 0.05 0.04 -0.03
C -3.529293 -0.000151 -2.080095 -0.24 -0.11 0.15
C -3.807556 -1.269876 -1.255094 0.32 0.26 -0.12
P -3.402006 -1.200791 0.515072 -0.45 0.08 -0.23
C -3.816895 -2.821153 1.219585 -0.05 -0.05 -0.10
C -5.080868 -3.456550 0.624775 0.01 -0.10 0.07
C -4.400567 0.133030 1.253376 -0.26 -0.20 0.00
C -5.851394 -0.259862 1.571317 0.00 0.11 0.01
H -3.574647 -0.242934 -3.139520 -0.07 -0.04 -0.01
H -2.554255 0.436074 -1.892242 0.20 -0.02 0.08
H -4.278088 0.769108 -1.893092 0.00 -0.02 0.03
H -3.253639 -2.118021 -1.655801 0.02 -0.14 -0.05
H -4.863666 -1.531430 -1.287594 -0.13 -0.06 -0.10
H -3.894894 -2.705253 2.300082 -0.04 0.01 0.03
H -2.950997 -3.458132 1.042335 0.07 -0.10 0.00
H -5.956383 -2.813560 0.704695 0.07 -0.04 0.00
H -5.291197 -4.371249 1.178102 -0.02 0.00 -0.04
H -4.943045 -3.730427 -0.421134 0.01 0.01 0.06
H -4.360025 0.949818 0.530899 -0.01 0.08 -0.03
H -3.887519 0.490121 2.143566 0.01 0.06 0.16
H -6.402973 -0.552429 0.675437 0.06 0.03 0.06
H -6.359066 0.603337 2.002501 0.00 -0.05 -0.02
H -5.908378 -1.074165 2.298361 0.04 0.10 -0.08
C 2.949833 4.118494 2.769948 0.10 -0.08 -0.19
C 3.105700 3.533313 1.380384 0.42 0.25 0.92
C 4.343003 3.162599 0.883979 0.32 0.18 0.52
C 4.478724 2.645169 -0.389301 0.44 -0.06 -0.07
Cl 6.064717 2.211285 -0.976916 -0.30 0.01 0.08
C 3.378618 2.496012 -1.188856 -0.70 -0.04 -0.36
C 2.114691 2.861793 -0.700786 0.08 -0.31 -0.72
C 1.999803 3.368598 0.568541 -1.08 0.12 0.21
O 0.798190 3.779261 1.163874 0.38 -0.25 -0.03
C -0.450070 3.562056 0.559169 0.37 -0.16 -0.29
C -0.845515 2.098675 0.641292 0.23 -0.93 0.07
O -1.130649 1.605002 1.783182 0.13 0.00 -0.62
O -0.841380 1.269847 -0.358080 -0.24 0.51 0.77
H 3.916971 4.208728 3.264681 -0.05 -0.03 -0.07
H 2.297575 3.500598 3.391045 0.02 -0.01 -0.05
H 2.491687 5.107818 2.730599 0.03 -0.03 -0.05
H 5.227873 3.301675 1.499005 -0.12 -0.03 -0.06
H 3.489734 2.112243 -2.195726 -0.07 0.04 0.06
H 1.248249 2.759226 -1.348165 0.12 -0.04 0.06
H -0.492832 3.914564 -0.467985 -0.04 0.02 -0.17
H -1.151281 4.103507 1.181508 -0.23 0.18 -0.02